This record from the Open Molecules 2025 dataset describes a molecular structure, C30H73BN3O4Sn. The level of theory is ωB97M-V/def2-TZVPD.

Output
E_HOMO = -10.34 eV
net charge = +1
electronic energy = -1890.71980 Ha

Positions of all 112 atoms, in Å:
1 H 13.7952 -24.2554 20.4317
2 H 12.5905 -27.5552 18.7741
3 H 11.5135 -19.6612 27.2503
4 C 14.0637 -19.5602 28.1017
5 H 12.8690 -25.4365 16.7536
6 H 15.1102 -20.1382 26.3828
7 H 14.8819 -18.9418 28.4707
8 C 16.0570 -20.1860 18.5716
9 C 12.5318 -21.1048 18.6638
10 B 14.8447 -24.0194 20.5156
11 N 13.6945 -23.1944 15.1017
12 H 15.3333 -24.9801 20.5672
13 H 12.6821 -23.5251 22.9726
14 N 13.0648 -20.7741 26.2904
15 H 15.3107 -22.4980 12.9109
16 H 19.8905 -24.8508 16.5488
17 H 11.2415 -22.1670 27.4326
18 H 14.6111 -20.9949 12.6878
19 H 16.2070 -19.0438 21.2374
20 C 17.1526 -19.3115 20.7659
21 C 17.5124 -23.5826 15.9568
22 C 10.9115 -23.8720 21.0362
23 H 10.6267 -22.2644 25.8076
24 H 13.6575 -24.7384 12.7020
25 H 10.4316 -24.3021 20.1571
26 C 11.1499 -24.7976 22.1933
27 C 12.9897 -27.0622 19.6605
28 C 17.6116 -23.6507 17.4603
29 H 13.5978 -26.2317 19.3019
30 C 13.2872 -20.9922 21.2172
31 H 14.1345 -26.2285 13.5177
32 H 12.4718 -21.7070 24.5329
33 H 14.5498 -26.7634 21.8355
34 H 13.1829 -20.3142 18.2907
35 H 15.9539 -21.1476 18.0690
36 H 20.4980 -26.6690 17.9636
37 H 12.2174 -26.6525 20.3115
38 C 13.3695 -21.2494 24.9489
39 H 15.0905 -19.7652 18.8491
40 C 14.1020 -19.7959 26.6158
41 H 12.0007 -22.6043 16.3144
42 H 18.0812 -22.7234 17.7883
43 H 14.6390 -25.0423 15.5649
44 H 17.4486 -18.3943 20.2567
45 H 13.0558 -22.8907 13.1127
46 H 16.9484 -22.6853 15.7019
47 H 13.3941 -23.9565 17.6690
48 O 11.0770 -20.5645 20.4865
49 H 12.7392 -21.5215 14.2171
50 O 17.5167 -21.4750 19.9338
51 H 11.3243 -19.7541 25.5192
52 H 14.0701 -20.5199 28.6185
53 H 16.1115 -26.2366 18.8755
54 Sn 17.8443 -24.3059 21.1761
55 H 15.7079 -25.6508 17.2771
56 H 11.7782 -24.4480 17.7595
57 C 14.8072 -21.7169 13.4804
58 H 15.0993 -23.4881 21.4196
59 C 16.9838 -20.4225 19.7658
60 C 17.8685 -26.1181 17.5806
61 N 18.3751 -24.7922 18.0273
62 C 11.6610 -20.3153 26.3909
63 H 18.4806 -23.4575 15.4720
64 H 21.7358 -25.4643 18.1670
65 C 14.4911 -22.2865 25.0337
66 H 10.3088 -23.0448 21.4112
67 C 12.4277 -23.4865 15.8374
68 O 10.6158 -25.9168 22.2730
69 H 12.9674 -22.0965 18.5421
70 C 14.1775 -27.7869 21.8791
71 C 20.6746 -25.6561 18.3257
72 C 10.7677 -21.5810 26.6450
73 H 16.5322 -19.4948 17.8755
74 H 15.3437 -21.2676 14.3162
75 H 20.5333 -25.6231 19.4060
76 C 11.9970 -24.2880 23.3425
77 H 12.6206 -25.4340 13.8746
78 H 15.3819 -24.1104 14.3981
79 C 13.4298 -22.3270 13.9674
80 C 13.6743 -25.2513 13.6637
81 C 13.7075 -28.1235 20.4529
82 H 12.8805 -21.6362 21.9968
83 O 14.0094 -29.1321 19.8765
84 H 11.6685 -23.9307 15.1937
85 H 14.8673 -28.5505 22.2385
86 H 13.4253 -20.0203 21.6908
87 H 18.4234 -26.9008 18.0979
88 H 17.0321 -24.4742 15.5537
89 H 15.1883 -23.4771 19.6483
90 H 18.0320 -26.3595 16.5303
91 H 14.2704 -21.3858 20.9591
92 H 14.2859 -23.1110 25.7164
93 H 16.6098 -23.6336 17.8896
94 H 9.7640 -21.2873 26.9520
95 H 13.9541 -18.8646 26.0690
96 H 20.1621 -23.6760 17.8344
97 C 14.3824 -24.4021 14.7208
98 H 13.1424 -19.1021 28.4618
99 H 13.6421 -20.4834 24.2229
100 H 12.4981 -25.0765 23.9039
101 H 11.3829 -23.8186 24.1111
102 C 16.3773 -26.3168 17.8215
103 H 11.6649 -21.0929 18.0031
104 H 17.8875 -19.4831 21.5524
105 H 15.4681 -21.8697 25.2785
106 C 12.1826 -20.9058 20.1633
107 H 16.1314 -27.2956 17.4096
108 C 12.6166 -24.4224 17.0635
109 H 14.6697 -22.6988 24.0406
110 H 11.8673 -23.4864 20.6813
111 H 13.3768 -27.8010 22.6185
112 C 19.7846 -24.6757 17.6195



This record from the Open Molecules 2025 dataset describes a molecular structure, C30H73EuN6O3SSi4. The level of theory is ωB97M-V/def2-TZVPD.

Output
E_HOMO (alpha / beta) = -2.86 / -3.76 eV
net charge = -1
spin multiplicity = 8
electronic energy = -4007.82091 Ha
energy relative to the best compared isomer or geometry (same formula, charge and spin) = 21.0 kJ/mol

Positions of all 118 atoms, in Å:
1 O 0.8998 0.2427 -2.3967
2 H 3.8331 -0.4714 2.5005
3 C -2.8171 1.7593 1.3165
4 H 3.0418 -1.0327 -3.3178
5 H 3.3901 0.6759 -3.0410
6 Si 0.9096 -4.4804 1.3925
7 H -1.7096 -2.3353 -2.7705
8 H 3.4946 -5.6626 0.0242
9 H -5.5665 1.9518 -2.8361
10 H 6.8395 2.2099 1.1822
11 H -3.3742 3.1929 -2.3705
12 C -0.2397 2.5735 2.2311
13 H -5.5915 0.6078 -3.9922
14 C 1.3796 0.3038 -3.6923
15 H -3.5319 0.0976 -5.3583
16 H -3.3751 1.7813 -5.8921
17 H 1.1258 -0.8080 -5.5788
18 H 4.9316 4.5606 -1.7315
19 C -5.1728 1.6015 -3.7930
20 H 0.4235 -5.8984 -3.1307
21 H -1.6014 1.3133 -1.9140
22 H -3.5616 0.6093 -0.3276
23 H -1.4248 -4.3171 2.3413
24 H -2.4122 -1.1997 -0.1767
25 C -3.6517 1.5430 -3.7420
26 Si 0.6727 -3.1428 -0.4806
27 H -1.3488 -1.4467 3.8103
28 C 2.8474 2.5553 -0.4496
29 C 3.4366 -5.4428 -1.0436
30 H 4.4509 -5.4985 -1.4624
31 H 3.6266 -1.5002 -0.8608
32 H 4.2764 -2.7393 0.2002
33 C 2.7692 -3.7573 -3.3165
34 C 4.6422 3.5067 -1.8109
35 H 7.6949 1.9964 -1.1767
36 H -0.2602 -4.9829 3.5050
37 H -3.5133 3.6686 -4.0757
38 H 0.1615 2.0009 -4.2709
39 H -1.3480 0.2086 -3.0672
40 H 2.8337 -6.2305 -1.5140
41 N -3.3309 0.6017 -2.6470
42 S -1.2293 2.3885 0.7196
43 H -0.3902 -0.3433 -4.7939
44 H -2.7742 1.7180 2.4024
45 H -2.0604 -5.2578 0.3877
46 H -1.2090 -6.5479 -2.8614
47 C -3.1132 1.0755 -5.0968
48 C 5.8670 2.6567 -2.1255
49 C 6.8469 2.6457 -0.9500
50 H 5.8084 1.1520 0.2167
51 Si -0.8793 -4.3902 -1.6415
52 C 0.6359 -0.6796 -4.6051
53 C -0.3613 -6.0422 -2.3795
54 C 0.8572 -6.3470 1.1174
55 H -0.1524 -6.6528 0.8099
56 H -4.1215 0.0644 1.2579
57 H 3.8825 3.4222 -2.5851
58 C -1.6031 -0.7220 3.0268
59 N -1.9520 0.4387 -2.2861
60 O 2.8832 1.2815 2.3726
61 N -0.4899 0.1336 2.6551
62 H 2.5430 -2.9873 2.4697
63 Si 2.7053 -3.7484 -1.4378
64 H -5.5123 2.2754 -4.5866
65 H -0.4488 3.5393 2.6962
66 C 2.9406 0.0647 2.1220
67 H -1.4463 -2.2915 1.5556
68 H -3.0783 -5.4293 -1.0577
69 H -0.3022 -3.2384 3.1885
70 H -2.4043 -0.1008 3.4382
71 H 4.3701 2.7152 1.4892
72 C -1.5785 -3.3823 -3.0758
73 H 3.3970 -4.3332 1.7154
74 N 1.8247 2.0261 -0.3805
75 H 0.5716 -1.6453 -4.1053
76 N 4.0585 3.0986 -0.5329
77 O 2.1005 -0.6615 1.4995
78 H -2.0270 0.9857 -5.0833
79 H 0.7877 2.5757 1.8642
80 H -2.8972 -3.8456 -0.2693
81 H -1.2802 1.6196 3.8728
82 H 6.3459 3.0377 -3.0312
83 H 5.5385 1.6361 -2.3318
84 C -2.1303 -1.4839 1.8089
85 H -3.1007 -1.9379 2.0723
86 C -3.2396 0.4136 0.6971
87 H 0.4668 1.5199 3.9383
88 C 1.2160 1.7240 -4.2447
89 H 0.0417 -6.7027 -1.6030
90 C 2.5068 -4.0694 2.2959
91 H 2.5641 -2.7864 -3.7682
92 H 0.3937 -0.3593 2.6768
93 H 7.2482 3.6566 -0.8002
94 Eu 0.5426 -0.1810 -0.2795
95 H 1.5501 -6.6658 0.3370
96 C -0.3906 1.4446 3.2635
97 H 3.3163 0.0429 -4.7074
98 H 2.0469 -4.4744 -3.7249
99 H 1.6215 1.8267 -5.2602
100 H 1.1049 -6.8832 2.0448
101 H 3.7741 -4.0735 -3.6249
102 C -2.3676 -4.7684 -0.5434
103 C -3.0986 2.9197 -3.3945
104 H 2.5567 -4.5951 3.2599
105 C 4.9492 3.0634 0.6350
106 H -2.5455 -3.7815 -3.4139
107 C -0.4022 -4.2253 2.7226
108 H 4.9246 -2.5558 -1.4543
109 H -3.5850 2.4925 1.0620
110 H -2.0123 2.9609 -3.4766
111 C 2.8748 -0.0261 -3.7039
112 H -0.8896 -3.3840 -3.9310
113 H -3.6468 -0.3252 -2.9091
114 H 1.7304 2.4296 -3.5824
115 H 5.2794 4.0895 0.8396
116 C 4.0108 -2.5200 -0.8421
117 C 6.1514 2.1851 0.3331
118 N -2.2222 -0.6251 0.6351